114
Properties=species:S:1:pos:R:3:mulliken_charge:R:1 method="wB97M-V/def2-TZVPD" spin_multiplicity=6 e_tot_ha=-3058.17944 e_homo_ev="-4.47 / -8.18" relative_energy_kj_mol=74.6 gap_ha="0.1798 / 0.2230"
Ru 0.85 -0.29 -0.43 -0.142
C 2.67 -0.70 3.02 -1.405
Si 1.18 -0.11 2.05 0.600
C -0.41 -0.78 2.63 0.869
C -0.93 -0.35 3.87 -0.306
C -2.19 -0.68 4.30 -0.988
C -3.02 -1.50 3.46 -0.941
C -2.56 -1.95 2.26 -0.523
C -1.26 -1.62 1.78 0.851
P -0.59 -2.16 0.28 -0.194
C -1.99 -2.52 -0.85 0.703
C -2.77 -1.25 -1.17 0.508
C -4.11 -1.58 -1.85 -1.152
C -4.00 -2.81 -2.75 -0.996
C -2.58 -2.96 -3.29 -0.725
C -1.60 -3.26 -2.14 -1.305
C 0.30 -3.79 0.30 0.544
C -0.49 -4.80 1.17 -1.059
C 0.15 -4.93 2.55 -0.387
C 1.56 -5.51 2.44 -0.858
C 2.30 -5.00 1.19 -1.133
C 1.75 -3.65 0.76 -0.739
C 1.25 1.80 2.10 1.193
C 1.92 2.37 3.19 -0.713
C 1.91 3.74 3.42 -0.828
C 1.19 4.58 2.58 -1.241
C 0.52 4.04 1.49 -0.892
C 0.57 2.68 1.23 -0.130
P -0.33 1.99 -0.21 0.575
C -2.06 2.43 0.19 0.133
C -3.08 2.23 -0.93 0.043
C -4.47 2.67 -0.47 -1.271
C -4.90 1.92 0.79 -0.435
C -3.88 2.12 1.90 -1.405
C -2.49 1.70 1.47 0.509
C 0.22 2.85 -1.72 0.661
C -0.01 4.36 -1.85 -0.224
C 0.66 4.88 -3.13 -0.906
C 0.20 4.14 -4.38 -0.830
C 0.37 2.63 -4.22 -0.951
C -0.34 2.15 -2.97 0.321
H 2.45 -0.53 4.08 0.459
H 3.59 -0.20 2.76 0.325
H 2.80 -1.77 2.91 0.441
H -0.32 0.28 4.50 0.283
H -2.54 -0.35 5.26 0.394
H -4.02 -1.75 3.78 0.406
H -3.22 -2.56 1.65 0.257
H -2.64 -3.19 -0.26 1.017
H -2.15 -0.65 -1.85 -0.382
H -2.93 -0.66 -0.27 -0.563
H -4.43 -0.71 -2.43 0.459
H -4.87 -1.74 -1.08 0.388
H -4.72 -2.75 -3.57 0.552
H -4.25 -3.71 -2.18 0.332
H -2.28 -2.05 -3.81 0.144
H -2.52 -3.76 -4.03 0.491
H -0.58 -2.98 -2.45 0.280
H -1.57 -4.33 -1.95 0.479
H 0.31 -4.14 -0.74 0.880
H -0.50 -5.77 0.67 0.625
H -1.53 -4.50 1.28 0.441
H -0.47 -5.56 3.19 0.572
H 0.16 -3.94 3.01 -0.084
H 1.51 -6.60 2.42 0.333
H 2.13 -5.25 3.34 0.363
H 2.17 -5.71 0.36 0.384
H 3.37 -4.94 1.38 0.444
H 2.35 -3.19 -0.03 0.442
H 1.79 -2.97 1.61 -0.112
H 2.47 1.74 3.87 0.377
H 2.44 4.15 4.27 0.453
H 1.15 5.64 2.76 0.407
H -0.05 4.70 0.85 0.414
H -2.02 3.51 0.39 1.026
H -3.11 1.18 -1.21 -0.146
H -2.79 2.79 -1.83 0.166
H -5.18 2.50 -1.29 0.439
H -4.46 3.74 -0.27 0.363
H -4.99 0.85 0.56 0.088
H -5.89 2.26 1.10 0.439
H -4.16 1.55 2.79 0.442
H -3.87 3.18 2.19 0.383
H -2.48 0.62 1.27 -0.867
H -1.77 1.85 2.27 0.445
H 1.31 2.68 -1.71 0.454
H 0.38 4.90 -1.00 0.108
H -1.09 4.55 -1.89 0.238
H 1.74 4.77 -3.01 0.349
H 0.46 5.95 -3.23 0.450
H 0.75 4.50 -5.25 0.418
H -0.85 4.35 -4.56 0.321
H 1.44 2.38 -4.14 0.384
H -0.01 2.10 -5.10 0.388
H -0.28 1.07 -2.87 -0.813
H -1.41 2.39 -3.06 0.041
N 1.11 -1.00 -2.36 -0.985
C 0.95 -1.30 -3.49 0.814
N 0.84 -1.69 -4.68 -0.791
C 0.01 -1.10 -5.52 0.582
N -0.71 -0.64 -6.29 -0.618
C 2.78 0.11 -0.10 -1.029
C 3.97 0.32 0.09 0.492
C 5.38 0.51 0.26 0.153
C 6.27 0.08 -0.73 -0.533
C 7.63 0.28 -0.56 -0.588
C 8.12 0.91 0.58 -0.411
C 7.24 1.35 1.55 -0.703
C 5.88 1.15 1.40 -0.095
H 5.89 -0.41 -1.61 0.472
H 8.32 -0.07 -1.33 0.393
H 9.18 1.06 0.70 0.389
H 7.61 1.85 2.44 0.389
H 5.19 1.51 2.15 0.421

117
Properties=species:S:1:pos:R:3:mulliken_charge:R:1 method="wB97M-V/def2-TZVPD" charge=-1 e_tot_ha=-2582.82231 e_homo_ev=-4.22 relative_energy_kj_mol=0.0 gap_ha=0.2432
Bi -0.23 -0.28 0.05 4.166
O 0.62 3.75 -0.07 -0.780
C 0.27 2.82 0.65 -0.590
O -0.70 2.00 0.40 -0.607
C 0.99 2.67 2.01 0.306
C 0.12 1.96 3.06 0.208
C 0.73 2.15 4.46 -1.144
C 1.91 1.15 4.43 -0.950
C 1.81 0.64 2.99 0.110
O 0.39 0.57 2.80 -0.368
C 2.25 1.76 2.02 0.297
C 2.74 1.17 0.68 -0.555
O 3.95 1.07 0.53 -0.817
O 1.85 0.80 -0.18 -0.543
H 1.24 3.68 2.31 0.603
H -0.94 2.18 2.99 0.437
H 1.06 3.18 4.61 0.389
H 0.01 1.90 5.24 0.334
H 2.88 1.60 4.63 0.374
H 1.76 0.33 5.13 0.382
H 2.26 -0.34 2.81 0.004
H 3.11 2.28 2.43 0.546
C -0.94 3.04 -4.76 -1.762
C 0.06 2.61 -3.69 1.322
C 1.05 3.75 -3.42 -1.434
C 0.82 1.33 -4.06 0.533
C 1.65 1.38 -5.17 -0.515
C 2.51 0.35 -5.48 -1.560
C 2.60 -0.72 -4.61 -0.482
C 1.78 -0.84 -3.49 0.844
C 2.02 -2.03 -2.58 2.961
C 2.04 -3.36 -3.34 -2.147
C 3.36 -1.84 -1.86 -1.702
C 0.81 0.16 -3.27 -1.034
N -0.22 0.02 -2.28 1.035
C -1.44 0.28 -2.70 -1.075
C -2.56 0.43 -1.88 0.720
C -3.86 0.83 -2.22 -1.849
C -4.58 0.85 -1.04 -1.044
C -3.70 0.43 -0.02 -0.682
N -2.50 0.18 -0.53 0.878
C -4.06 0.22 1.44 3.016
C -5.23 -0.77 1.52 -1.533
C -4.47 1.57 2.03 -2.004
C -2.87 -0.34 2.22 -0.574
H -1.51 3.91 -4.41 0.436
H -1.65 2.26 -5.02 0.321
H -0.43 3.34 -5.68 0.342
H -0.47 2.46 -2.75 -0.321
H 1.67 3.94 -4.30 0.305
H 1.70 3.50 -2.58 0.265
H 0.51 4.67 -3.18 0.441
H 1.63 2.26 -5.81 0.334
H 3.13 0.39 -6.36 0.370
H 3.33 -1.50 -4.80 0.343
H 1.21 -2.09 -1.84 -1.236
H 2.99 -3.49 -3.87 0.560
H 1.23 -3.42 -4.07 0.417
H 1.94 -4.18 -2.64 0.255
H 4.17 -1.78 -2.59 0.495
H 3.56 -2.69 -1.20 0.377
H 3.37 -0.93 -1.25 0.182
H -1.61 0.36 -3.77 0.680
H -4.19 1.13 -3.21 0.546
H -5.61 1.14 -0.91 0.540
H -6.11 -0.39 1.00 0.349
H -5.49 -0.96 2.57 0.483
H -4.95 -1.72 1.06 -0.030
H -5.30 2.01 1.47 0.375
H -3.63 2.27 1.98 0.300
H -4.78 1.46 3.08 0.501
H -2.55 -1.31 1.82 -0.652
H -3.14 -0.48 3.27 0.784
H -2.03 0.35 2.16 -0.632
C 2.44 -6.76 1.81 -1.947
C 2.31 -5.28 1.54 -0.025
C 3.35 -4.42 1.85 -0.906
C 3.21 -3.06 1.58 1.407
C 4.34 -2.11 1.92 -2.034
C 2.04 -2.59 1.02 0.998
C 0.93 -3.42 0.68 -0.174
C 1.14 -4.79 0.98 -0.224
N -0.19 -2.86 0.12 -0.183
C -1.27 -3.74 -0.37 0.899
C -2.36 -2.88 -1.00 -0.860
C -3.52 -3.70 -1.57 0.367
C -4.18 -4.51 -0.45 -1.188
C -3.11 -5.40 0.20 0.151
C -2.55 -6.36 -0.86 -1.386
C -1.94 -5.56 -2.02 -0.070
C -3.01 -4.66 -2.64 -1.604
C -0.79 -4.69 -1.50 -0.765
C -1.99 -4.52 0.76 -0.710
H 3.34 -6.99 2.37 0.399
H 2.47 -7.32 0.87 0.321
H 1.58 -7.13 2.38 0.346
H 4.28 -4.80 2.28 0.329
H 5.30 -2.58 1.70 0.521
H 4.33 -1.88 2.99 0.347
H 4.28 -1.18 1.37 0.246
H 2.00 -1.53 0.77 -1.490
H 0.39 -5.53 0.76 0.666
H -1.91 -2.29 -1.80 0.160
H -2.74 -2.20 -0.24 -0.915
H -4.25 -3.01 -2.01 0.410
H -5.00 -5.12 -0.85 0.612
H -4.61 -3.83 0.30 0.057
H -3.56 -5.98 1.01 0.371
H -3.34 -7.01 -1.23 0.597
H -1.78 -6.99 -0.40 0.548
H -1.55 -6.25 -2.77 0.336
H -3.83 -5.26 -3.05 0.597
H -2.57 -4.09 -3.47 0.462
H -0.41 -4.06 -2.30 -0.150
H 0.03 -5.32 -1.18 0.841
H -1.31 -5.14 1.34 0.718
H -2.41 -3.78 1.46 0.077